{
  "formula": "C4H10FP",
  "method": "ωB97M-V with the def2-TZVPD basis set",
  "e_homo_ev": [-4.16, -10.79],
  "spin_multiplicity": 3,
  "homo_lumo_gap_ha": [0.182, 0.293],
  "largest_force_ev_per_a": 5.161,
  "e_lumo_ev": [0.80, -2.81],
  "symbols": ["C", "C", "C", "C", "F", "P", "H", "H", "H", "H", "H", "H", "H", "H", "H", "H"],
  "positions_angstrom": [[-0.7348, 0.7093, -1.3911], [-0.7806, 0.8976, 1.2331], [1.8981, -0.9529, -0.0575], [-0.7926, 0.0137, -0.0103], [-2.2447, -0.5666, 0.1547], [0.1772, -1.6123, 0.0906], [-0.8137, 0.0236, -2.2780], [-1.6099, 1.2225, -1.6629], [0.2640, 1.1746, -1.5654], [0.2543, 1.2079, 1.3123], [-0.9810, 0.2957, 2.0023], [-1.6288, 1.7069, 1.0540], [1.9087, 0.2113, 0.1774], [2.4010, -1.0954, -1.1016], [2.6264, -1.5746, 0.6027], [0.0562, -1.6615, 1.4398]],
  "nbo_charge": [-0.697, -0.647, -1.041, 0.013, -0.470, 0.816, 0.226, 0.238, 0.227, 0.208, 0.216, 0.236, 0.230, 0.259, 0.264, -0.077]
}



{
  "formula": "C4H10IP",
  "method": "ωB97M-V with the def2-TZVPD basis set",
  "e_homo_ev": -8.18,
  "relative_energy_kj_mol": 353.2,
  "homo_lumo_gap_ha": 0.287,
  "largest_force_ev_per_a": 2.813,
  "e_lumo_ev": -0.38,
  "symbols": ["C", "C", "C", "C", "P", "I", "H", "H", "H", "H", "H", "H", "H", "H", "H", "H"],
  "positions_angstrom": [[-0.7733, -1.0571, 1.4681], [1.4200, -0.3313, -0.7607], [-0.1295, 0.2559, 1.2573], [0.3429, 0.6074, -0.1416], [-1.7164, 0.7805, -1.7507], [1.0927, 2.5088, -0.2837], [-0.3494, -1.5598, 2.3927], [-0.5937, -1.6890, 0.6226], [-1.9131, -0.9745, 1.6038], [1.5948, -0.2478, -1.8424], [2.5145, -0.4273, -0.4265], [0.9383, -1.3406, -0.5840], [0.8889, 0.2654, 1.7416], [-0.9195, 0.9589, 1.5551], [-0.9769, 0.1427, -2.7350], [-1.4203, 2.1079, -2.1164]],
  "nbo_charge": [-0.609, -0.736, -0.531, -0.176, 0.162, 0.158, 0.220, 0.206, 0.218, 0.238, 0.238, 0.210, 0.219, 0.235, -0.032, -0.020]
}